(1)
Density functional theory data (the ωB97M-V functional and the def2-TZVPD basis) for a structure of composition C4H6O2.

```
! RIJCOSX wB97M-V def2-TZVPD def2/J DEFGRID3
* xyz 0 1
C -0.203 -1.370 0.514
O 0.982 -1.233 -0.315
C 1.037 0.099 -0.010
C -0.264 1.138 -0.955
O -1.008 1.000 0.251
C -0.129 0.125 0.915
H -0.027 -2.102 1.305
H -1.074 -1.654 -0.080
H 1.530 0.880 -0.574
H -0.150 2.212 -1.223
H -0.630 0.559 -1.810
H -0.064 0.347 1.982
*
```

Computed properties:
**E_HOMO**: -8.148 eV
**Orbital gap**: 9.20 eV
**E**: -8335.271 eV
**Relative energy (zero: lowest compared OMol25 entry of this formula, charge and spin)**: 119.7 kcal/mol

Atom charges from the Mulliken analysis, given in e for atoms 1 to 2: -0.49 -0.39



(2)
Density functional theory data (the ωB97M-V functional and the def2-TZVPD basis) for the molecule C4H6O2.

```
! RIJCOSX wB97M-V def2-TZVPD def2/J DEFGRID3
* xyz 0 1
C -0.638 1.190 0.461
C 0.120 -0.067 0.122
C -0.543 -1.385 0.423
O -1.711 -1.598 0.200
C 1.082 -0.135 -0.987
O 1.522 -0.041 0.352
H -0.269 1.584 1.408
H -0.517 1.971 -0.289
H -1.701 0.979 0.574
H 0.145 -2.159 0.824
H 1.289 -1.084 -1.481
H 1.221 0.745 -1.607
*
```

Computed properties:
**Structure (SMILES)**: C[C@@]1(C=O)CO1
**E_HOMO**: -10.073 eV
**Orbital gap**: 10.94 eV
**E**: -8338.603 eV
**Relative energy (zero: lowest compared OMol25 entry of this formula, charge and spin)**: 42.9 kcal/mol

Atom charges from the Mulliken analysis, given in e for atoms 1 to 2: -1.24 1.18



(3)
Density functional theory data (the ωB97M-V functional and the def2-TZVPD basis) for the molecule C4H6O2.

```
! RIJCOSX wB97M-V def2-TZVPD def2/J DEFGRID3
* xyz 0 1
C 1.270 -1.327 -0.287
C 0.329 -0.727 0.429
C -0.932 -0.308 -0.245
O -1.374 1.079 -0.051
C -0.407 1.943 0.269
O 0.709 1.661 0.618
H 1.249 -1.281 -1.375
H 2.085 -1.861 0.182
H 0.367 -0.676 1.514
H -0.840 -0.462 -1.325
H -1.738 -0.945 0.134
H -0.739 2.984 0.186
*
```

Computed properties:
**Structure (SMILES)**: C=CCOC=O
**E_HOMO**: -9.333 eV
**Orbital gap**: 10.32 eV
**E**: -8338.987 eV
**Relative energy (zero: lowest compared OMol25 entry of this formula, charge and spin)**: 34.0 kcal/mol

Atom charges from the Mulliken analysis, given in e for atoms 1 to 2: -0.76 0.12



(4)
Density functional theory data (the ωB97M-V functional and the def2-TZVPD basis) for a structure of composition C4H6O2.

```
! RIJCOSX wB97M-V def2-TZVPD def2/J DEFGRID3
* xyz 0 1
O 2.502 -0.508 -0.293
C 1.822 0.162 0.447
C 0.388 0.487 0.110
C -0.406 -0.516 -0.717
C -1.538 -0.083 0.216
O -0.577 0.419 1.173
H 2.241 0.618 1.365
H 0.383 1.502 -0.325
H -0.072 -1.534 -0.500
H -0.492 -0.364 -1.793
H -2.205 -0.842 0.634
H -2.130 0.745 -0.199
*
```

Computed properties:
**E_HOMO**: -9.824 eV
**Orbital gap**: 10.71 eV
**E**: -8338.448 eV
**Relative energy (zero: lowest compared OMol25 entry of this formula, charge and spin)**: 46.4 kcal/mol

Atom charges from the Mulliken analysis, given in e for atoms 1 to 2: -0.46 -0.20



> Among the records above, which one has the lowest E?

number 3